1.
Entry from OMol25: C54H95B2F15Hg2N5O24P2S as an isolated structure in a non-equilibrium geometry (ωB97M-V/def2-TZVPD).

Positions of all 200 atoms, in Å:
Hg 2.6518 1.2040 2.4938
Hg 2.4724 -1.1273 -2.0836
O 2.9220 -1.1007 2.5008
C 3.2461 -2.2566 2.2920
O 3.8928 -3.1096 3.1291
B 4.3882 -4.2583 2.3767
O 3.7833 -4.1167 1.0455
C 3.2871 -2.9000 0.8973
O 2.7895 -2.4787 -0.1898
O 3.9459 -5.5581 3.0090
C 4.9885 -6.3275 3.2160
O 5.0641 -7.3604 3.9306
C 6.2459 -5.5196 2.7743
O 5.8594 -4.3202 2.3349
O 7.4114 -5.9161 2.8516
O 4.7175 4.4700 -0.4278
C 4.3607 5.0145 0.6224
O 4.7961 6.2204 1.0359
B 4.2337 6.5463 2.3755
O 3.5940 5.2774 2.7906
C 3.6396 4.4082 1.7588
O 2.9724 3.3428 1.7086
O 5.3242 7.0111 3.2702
C 5.0646 8.1783 3.7120
O 5.7294 8.8537 4.5200
C 3.7174 8.6680 3.0941
O 3.2347 7.6648 2.3877
O 3.2300 9.8425 3.1384
P 2.7453 2.3139 -2.9171
F 4.3599 2.3102 -2.8561
F 2.7002 3.9073 -2.7351
F 2.9478 2.4403 -4.5903
F 1.0872 2.1915 -2.9825
F 2.7951 0.6844 -3.2830
F 2.6778 2.2153 -1.3622
P 0.4477 0.3632 0.3220
F -1.1997 0.4267 0.3601
F 0.5310 0.3623 -1.3294
F 0.6085 1.9181 0.5333
F 2.0860 0.2564 0.1961
F 0.5616 0.3709 1.9621
F 0.4533 -1.2572 0.2171
C 6.4859 -0.5240 0.2706
F 7.3909 0.2804 0.8698
F 7.0458 -0.9935 -0.8190
F 6.0966 -1.5498 1.0420
S 5.0245 0.5966 -0.2048
O 4.3732 0.9436 1.1192
O 5.6513 1.8295 -0.7464
O 4.1943 -0.1824 -1.1812
C 0.4312 -8.2141 2.5194
C -0.5864 -7.2521 1.9533
C -1.9575 -7.6769 2.5589
C -3.0939 -6.6117 2.5994
C -2.5566 -5.3053 3.1966
C -1.2985 -4.8623 2.5441
N -0.2295 -5.8689 2.4917
O 0.9544 -5.3610 2.0478
C -1.5822 -4.2809 1.1489
C -0.8160 -3.6964 3.4702
C -0.5686 -7.4366 0.4087
H 0.4399 -8.1123 3.6046
H 1.4468 -7.9801 2.2004
H 0.1904 -9.2470 2.2682
H -2.3671 -8.5990 2.1465
H -1.7842 -7.9466 3.6007
H -3.9921 -7.0444 3.0401
H -3.3479 -6.4571 1.5508
H -2.3573 -5.4795 4.2539
H -3.3211 -4.5330 3.1105
H -2.3485 -3.5125 1.2509
H -0.7027 -3.7943 0.7273
H -1.8901 -4.9792 0.3706
H -0.0357 -3.1698 2.9207
H -1.5480 -3.0331 3.9311
H -0.3399 -4.0822 4.3716
H 0.0649 -6.6034 0.1043
H -1.5718 -7.3623 -0.0111
H -0.1142 -8.3720 0.0822
H 1.6137 -5.6558 2.6803
C -1.6689 4.2763 -0.7451
C -2.1783 5.6050 -1.1860
C -3.0204 6.3414 -0.0412
C -2.0551 6.8041 1.0552
C -1.0054 7.7505 0.5415
C -0.2627 7.2025 -0.7732
N -1.2567 6.5292 -1.6868
O -0.6419 5.9703 -2.7826
C 0.1907 8.5089 -1.4986
C 0.9587 6.2898 -0.2871
C -3.2801 5.2925 -2.2631
H -0.8848 4.4456 -0.0071
H -1.3324 3.6815 -1.5943
H -2.3771 3.5927 -0.2768
H -3.6070 7.1951 -0.3808
H -3.6825 5.5778 0.3671
H -1.6110 5.9457 1.5591
H -2.5992 7.4024 1.7860
H -0.1830 7.8513 1.2498
H -1.5592 8.6807 0.4144
H 0.3427 8.2398 -2.5439
H -0.5419 9.3078 -1.3845
H 1.1297 8.7967 -1.0257
H 0.8429 5.8002 0.6798
H 1.1764 5.3863 -0.8567
H 1.8815 6.8689 -0.2531
H -3.9733 4.5883 -1.8031
H -2.8353 4.7882 -3.1210
H -3.6586 6.2132 -2.7073
H -0.2021 5.1941 -2.4280
C -2.8929 1.7148 -3.9246
C -3.9473 0.7958 -3.1842
C -5.3185 1.2535 -3.7170
C -6.4637 0.2697 -3.6059
C -6.0103 -1.2048 -3.9740
C -4.6419 -1.6783 -3.3583
N -3.6210 -0.6540 -3.5221
O -2.4211 -1.0047 -3.0018
C -4.8947 -1.9221 -1.9213
C -4.2942 -2.9487 -4.1798
C -4.0036 1.2042 -1.6996
H -2.7567 1.2989 -4.9228
H -1.9319 1.7703 -3.4133
H -3.2295 2.7458 -4.0339
H -5.6450 2.1944 -3.2741
H -5.2216 1.4224 -4.7894
H -7.3027 0.4966 -4.2637
H -6.8345 0.1898 -2.5840
H -5.8254 -1.1870 -5.0481
H -6.7756 -1.9275 -3.6910
H -5.5940 -2.7570 -1.8755
H -4.0032 -2.1228 -1.3271
H -5.3620 -1.1506 -1.3094
H -3.2815 -3.2684 -3.9341
H -4.8189 -3.8555 -3.8787
H -4.3961 -2.8345 -5.2590
H -4.1888 2.2782 -1.6837
H -3.0876 1.0150 -1.1399
H -4.8374 0.7876 -1.1346
H -2.6045 -0.8095 -2.0800
C -0.7010 -4.5286 -3.5193
C 0.8394 -4.0830 -3.4975
C 1.7396 -5.0332 -4.4265
C 1.5153 -4.8961 -5.9486
C 1.9562 -3.4823 -6.2097
C 1.2189 -2.2974 -5.4169
N 1.1206 -2.6761 -3.9505
O 0.4585 -1.7127 -3.2590
C 2.1200 -1.0671 -5.6623
C -0.1547 -2.1635 -5.9808
C 1.2612 -4.3172 -2.0165
H -0.8785 -5.5051 -3.0685
H -1.1150 -4.6729 -4.5172
H -1.3592 -3.7983 -3.0487
H 2.7924 -4.9885 -4.1477
H 1.4833 -6.0729 -4.2226
H 0.5203 -5.1627 -6.3051
H 2.2419 -5.5082 -6.4828
H 1.9004 -3.4067 -7.2956
H 3.0393 -3.4134 -6.1084
H 2.3417 -0.8664 -6.7105
H 1.7201 -0.1468 -5.2366
H 3.0828 -1.2340 -5.1792
H -0.6654 -3.1188 -6.1026
H -0.8564 -1.6137 -5.3536
H -0.1632 -1.7676 -6.9964
H 0.7081 -3.6376 -1.3682
H 2.3193 -4.0813 -1.9033
H 1.0316 -5.2281 -1.4636
H -0.4489 -1.8802 -3.5238
C 0.0744 1.0652 6.8141
C 0.1066 0.6968 5.3536
C -1.2676 0.1878 4.8212
C -2.2557 1.3485 4.6307
C -1.6561 2.4966 3.8166
C -0.2399 2.9777 4.2560
N 0.6038 1.7672 4.4437
O 1.9699 2.0581 4.6700
C 0.2547 3.8904 3.0802
C -0.4090 3.9563 5.5008
C 1.0002 -0.5565 5.2561
H 0.2593 0.1670 7.4032
H -0.8822 1.4807 7.1311
H 0.8755 1.7570 7.0741
H -1.1659 -0.3335 3.8693
H -1.5875 -0.4150 5.6711
H -2.6117 1.6023 5.6292
H -3.1998 0.9921 4.2186
H -2.3587 3.3297 3.7945
H -1.6037 2.2691 2.7519
H -0.3986 4.6730 2.6941
H 1.2173 4.3356 3.3316
H 0.3861 3.3768 2.1279
H -0.6928 4.9799 5.2564
H -0.9156 3.5095 6.3562
H 0.5968 4.0062 5.9179
H 0.5329 -1.3514 5.8373
H 2.0310 -0.3773 5.5616
H 0.9452 -0.8714 4.2140
H 2.0657 2.3771 5.5703

Summary:
LUMO energy   -0.334 eV
Total charge   -1
HOMO   -0.2441 hartree


2.
Entry from OMol25: a 9-piece molecular cluster, C54H98ClIN10O9P3Si overall in a non-equilibrium geometry (ωB97M-V/def2-TZVPD).

Positions of all 177 atoms, in Å:
C 0.6907 -0.4079 3.7022
C -0.7781 -0.6829 3.2750
C -1.1028 -0.2374 1.9144
N -1.9549 0.7226 1.6657
P -2.9645 1.7112 2.7487
P -1.7341 3.2630 3.6703
O -0.3117 2.9922 3.6500
O -2.2743 3.4313 5.1610
O -2.1513 4.6270 2.9900
C -2.1159 1.0314 0.2400
C -3.5106 0.7555 -0.3065
O -4.3158 1.9228 -0.0731
C -5.5121 1.8502 -0.7584
C -5.5329 1.9801 -2.2629
O -6.5071 1.7227 -0.1500
P -1.9579 2.9466 0.0417
O -2.1358 3.2261 -1.5579
Cl 0.0237 3.3998 0.4253
C -0.9382 0.3144 -0.4011
C -1.0199 -0.0686 -1.8866
C -0.4572 0.9930 -2.8503
C 0.9056 0.6127 -3.4621
C 1.9166 1.7474 -3.2906
N 1.7984 2.6603 -4.4323
C 2.1224 3.9758 -4.1479
C 1.8715 4.9583 -5.2709
O 2.5971 4.3524 -3.1188
C -0.5805 -0.7977 0.5903
C -1.3320 -2.1823 0.3558
C -2.5876 -2.4160 1.1682
O -3.2646 -3.5243 0.5633
Si -4.9284 -3.3324 0.4104
C -5.7555 -2.6039 1.9401
C -5.2302 -2.2795 -1.1382
C -5.6253 -5.0739 0.2017
C 0.9241 -1.1648 0.7286
C 1.5124 -1.4896 -0.6274
O 2.2974 -0.7681 -1.1013
I 0.9363 -3.2169 -1.7364
H 1.1298 0.3524 3.0731
H 1.2640 -1.3017 3.5016
H 0.7681 -0.1450 4.7407
H -1.4145 -0.2204 4.0119
H -0.9521 -1.7472 3.3761
H -3.3203 0.8865 3.8369
H -1.7579 2.8267 5.7046
H -3.0298 4.8357 3.3411
H -4.0255 -0.0633 0.1875
H -3.5125 0.5777 -1.3772
H -4.8263 2.7379 -2.5843
H -5.3533 1.0201 -2.7271
H -6.5128 2.3541 -2.5031
H -2.4381 2.4347 -2.0178
H -0.0484 0.9457 -0.3478
H -2.0244 -0.3312 -2.2007
H -0.4532 -0.9827 -2.0069
H -1.1610 1.1396 -3.6601
H -0.3131 1.9330 -2.3303
H 0.8196 0.3963 -4.5181
H 1.3061 -0.2817 -2.9987
H 2.9301 1.3493 -3.2884
H 1.7777 2.2423 -2.3409
H 2.3386 2.3336 -5.2213
H 2.4833 4.6426 -6.1133
H 0.8412 4.8254 -5.5809
H 2.1031 5.9635 -4.9706
H -0.6439 -2.9677 0.6194
H -1.5228 -2.3123 -0.6991
H -3.2768 -1.5693 1.1490
H -2.4026 -2.6979 2.2001
H -5.1802 -1.7721 2.3437
H -6.7184 -2.1845 1.6622
H -5.9267 -3.3366 2.7181
H -6.0481 -1.5792 -1.0109
H -4.3061 -1.7407 -1.3301
H -5.4190 -2.9193 -1.9880
H -6.4897 -5.2089 0.8395
H -4.8622 -5.7740 0.5231
H -5.8665 -5.2438 -0.8377
H 1.4682 -0.3060 1.1057
H 1.1032 -1.9489 1.4497
C 5.5266 3.4703 -3.3253
C 6.4483 2.2642 -3.1960
C 7.2197 1.9755 -4.4872
C 6.2819 1.6928 -5.5768
N 5.5472 1.4842 -6.4187
H 4.7616 3.3080 -4.0823
H 5.0140 3.6612 -2.3852
H 6.0886 4.3674 -3.5929
H 5.8575 1.3881 -2.9186
H 7.1598 2.4380 -2.3872
H 7.8757 1.1146 -4.3570
H 7.8371 2.8299 -4.7660
C 0.8040 -5.0276 6.0275
C 1.0839 -6.2785 5.2154
C 1.9817 -5.9792 4.0106
C 1.3254 -5.0492 3.0787
N 0.8153 -4.3265 2.3547
H 0.2631 -4.2710 5.4487
H 0.1966 -5.2639 6.8969
H 1.7385 -4.5971 6.3750
H 0.1512 -6.7320 4.8757
H 1.5723 -7.0075 5.8620
H 2.2090 -6.8887 3.4547
H 2.9233 -5.5473 4.3521
C -2.7895 -0.2915 -7.9884
C -1.2914 -0.0644 -7.8184
C -0.5733 -1.2585 -7.1833
C -1.1117 -1.5214 -5.8478
N -1.5241 -1.6990 -4.8031
H -3.2857 -0.4312 -7.0264
H -3.2512 0.5711 -8.4699
H -2.9869 -1.1704 -8.6062
H -1.1351 0.8263 -7.2083
H -0.8459 0.1334 -8.7939
H 0.4905 -1.0486 -7.0990
H -0.6945 -2.1524 -7.7970
C -3.4657 3.2779 -10.8762
C -4.4354 3.9685 -9.9237
C -3.7274 4.8438 -8.8832
C -2.8304 4.0348 -8.0553
N -2.1351 3.4067 -7.4125
H -2.8009 2.5949 -10.3450
H -4.0112 2.6918 -11.6151
H -2.8525 4.0067 -11.4090
H -5.0387 3.2129 -9.4168
H -5.1209 4.5921 -10.4994
H -4.4575 5.3270 -8.2344
H -3.1431 5.6236 -9.3726
C 1.6317 -0.0001 8.9857
C 2.9944 -0.3618 9.5399
C 3.7523 -1.3048 8.6128
C 3.0076 -2.5506 8.4345
N 2.4287 -3.5180 8.3043
H 0.9917 -0.8781 8.8849
H 1.1208 0.7003 9.6462
H 1.7343 0.4648 8.0028
H 2.8735 -0.8195 10.5222
H 3.5834 0.5451 9.6821
H 4.7326 -1.5397 9.0256
H 3.9014 -0.8419 7.6359
C 0.6083 -4.5090 11.3510
C -0.4353 -5.4873 11.8805
C -0.3546 -6.8635 11.2109
C -0.5808 -6.7489 9.7688
N -0.7518 -6.6502 8.6500
H 0.4688 -4.3091 10.2879
H 0.5340 -3.5554 11.8751
H 1.6185 -4.8962 11.4948
H -1.4307 -5.0653 11.7309
H -0.2987 -5.6112 12.9557
H -1.1066 -7.5327 11.6277
H 0.6252 -7.3126 11.3763
C 1.4535 5.6014 4.2262
C 1.4150 6.6876 5.2960
C 2.6996 7.5215 5.3453
C 3.8504 6.6684 5.6518
N 4.7405 6.0014 5.8835
H 2.2483 4.8793 4.4185
H 0.5160 5.0466 4.2028
H 1.6148 6.0338 3.2364
H 1.2427 6.2255 6.2705
H 0.5705 7.3517 5.1025
H 2.6240 8.2919 6.1124
H 2.8729 8.0147 4.3885
C 5.0982 -1.5042 -6.2081
C 4.6909 -2.7272 -7.0224
C 4.2340 -2.3729 -8.4425
C 3.0676 -1.4894 -8.4042
N 2.1654 -0.7994 -8.3693
H 4.2625 -0.8184 -6.0670
H 5.4433 -1.8060 -5.2183
H 5.9063 -0.9581 -6.6972
H 3.8896 -3.2544 -6.5008
H 5.5365 -3.4137 -7.0871
H 3.9665 -3.2763 -8.9902
H 5.0335 -1.8716 -8.9887

Summary:
LUMO energy   -3.420 eV
Total charge   +1
HOMO   -0.3953 hartree